Molecular formula: C35H33FN2O3
Method: DFT, the ωB97M-V functional and the def2-TZVPD basis

The geometry in XYZ format:
```
74
Properties=species:S:1:pos:R:3:lowdin_charge:R:1
C -6.087 -0.259 2.925 -0.0876
O -5.702 0.478 1.790 -0.0868
C -4.388 0.775 1.621 -0.2795
C -3.372 0.450 2.510 -0.0054
C -2.059 0.793 2.224 -0.0360
C -1.729 1.445 1.047 -0.1946
C -0.303 1.855 0.708 -0.2041
C 0.767 1.248 1.592 -0.0347
C 1.099 -0.021 1.786 -0.0705
C 0.517 -1.241 1.123 -0.1151
N 0.466 -1.118 -0.317 0.0186
C 1.556 -1.351 -1.094 -0.4082
O 1.564 -1.173 -2.294 0.1084
C 2.766 -1.879 -0.381 -0.1523
C 3.631 -1.023 0.288 -0.0335
C 4.787 -1.515 0.867 -0.0257
C 5.103 -2.866 0.794 -0.2779
C 6.366 -3.393 1.403 -0.0519
C 4.235 -3.714 0.117 -0.0366
C 3.083 -3.229 -0.473 -0.0135
C -0.749 -0.579 -0.912 -0.1603
C -1.397 -1.540 -1.922 -0.0712
C -2.869 -1.251 -1.974 -0.2215
C -3.726 -1.816 -1.037 -0.0448
C -5.074 -1.508 -1.036 -0.0937
C -5.582 -0.621 -1.970 -0.1027
C -4.735 -0.049 -2.904 -0.0813
C -3.387 -0.361 -2.906 -0.0315
C -0.429 0.766 -1.571 -0.3951
O -0.476 0.935 -2.769 0.0821
N -0.035 1.759 -0.725 0.0012
C 0.608 2.922 -1.324 -0.0902
C 2.078 2.916 -1.000 -0.2003
C 2.619 3.795 -0.072 -0.0415
C 3.965 3.746 0.249 -0.0060
C 4.759 2.802 -0.374 -0.2770
F 6.072 2.742 -0.058 0.0519
C 4.248 1.914 -1.305 -0.0093
C 2.902 1.976 -1.612 -0.0150
C -2.760 1.804 0.178 -0.0145
C -4.065 1.472 0.454 0.0122
H -5.594 -1.236 2.955 0.0951
H -7.162 -0.401 2.834 0.0935
H -5.873 0.285 3.851 0.0954
H -3.582 -0.068 3.433 0.1035
H -1.285 0.540 2.935 0.1118
H -0.266 2.935 0.914 0.1484
H 1.330 1.987 2.148 0.1094
H 1.899 -0.230 2.485 0.1087
H 1.125 -2.112 1.382 0.1260
H -0.500 -1.419 1.488 0.1282
H 3.403 0.031 0.345 0.0977
H 5.455 -0.837 1.378 0.1144
H 6.704 -2.753 2.214 0.0756
H 6.222 -4.403 1.782 0.0770
H 7.153 -3.428 0.649 0.0855
H 4.469 -4.767 0.044 0.1124
H 2.423 -3.895 -1.009 0.1219
H -1.457 -0.419 -0.098 0.1282
H -1.220 -2.566 -1.590 0.1306
H -0.929 -1.394 -2.895 0.1190
H -3.333 -2.510 -0.306 0.1145
H -5.731 -1.957 -0.305 0.1020
H -6.634 -0.378 -1.967 0.1018
H -5.127 0.644 -3.634 0.1021
H -2.721 0.091 -3.625 0.1108
H 0.130 3.840 -0.969 0.1299
H 0.461 2.837 -2.404 0.1288
H 1.989 4.533 0.404 0.1136
H 4.398 4.424 0.967 0.1164
H 4.896 1.189 -1.771 0.1254
H 2.482 1.283 -2.325 0.1184
H -2.533 2.331 -0.736 0.1289
H -4.860 1.735 -0.224 0.1203
```

The value obtained for the electronic energy is -1788.6339 Ha. As for the largest force on an atom: 0.669 eV/Å. The structure (SMILES) is COc1ccc([C@H]2/C=C\CN(C(=O)c3ccc(C)cc3)[C@H](Cc3ccccc3)C(=O)N2Cc2ccc(F)cc2)cc1. Its LUMO energy is 0.576 eV. The frontier orbital gap is 0.33392 hartree. The molecular weight comes out at 548.7 g/mol.



Molecular formula: C35H33FeN5O3S2
Method: DFT, the ωB97M-V functional and the def2-TZVPD basis

The geometry in XYZ format:
```
79
Properties=species:S:1:pos:R:3:lowdin_charge:R:1
Fe -0.238 -0.857 0.681 0.3484
N 2.516 -4.249 1.603 -0.0036
C 1.768 -3.062 1.477 -0.8759
S 0.508 -3.084 0.280 0.6470
N 2.103 -2.092 2.271 -0.0237
N 1.297 -1.005 2.069 -0.1258
C 1.485 0.098 2.762 -0.1354
C 0.650 1.179 2.424 -0.2792
C 0.724 2.472 3.002 -0.0776
C -0.071 3.485 2.553 -0.1352
C -0.988 3.224 1.498 -0.1063
C -1.032 1.946 0.986 -0.1573
N -0.278 0.932 1.411 -0.0180
H 2.539 -4.754 0.730 0.0320
H 3.441 -4.047 1.960 0.0538
H 2.250 0.177 3.533 0.1008
H 1.431 2.631 3.811 0.0974
H -0.010 4.468 3.007 0.0805
H -1.646 3.986 1.104 0.0692
H -1.714 1.685 0.189 0.0847
C 1.924 1.364 -2.300 -0.1268
C 1.500 0.872 -3.528 -0.1383
C 0.525 -0.112 -3.544 -0.0772
C -0.015 -0.594 -2.347 -0.2110
C 0.381 -0.111 -1.073 -0.1374
C 1.370 0.887 -1.120 -0.1091
C -0.977 -1.709 -2.428 -0.1985
C -0.784 -2.835 -3.190 -0.0551
C -1.608 -3.952 -3.099 -0.0440
C -2.616 -3.987 -2.087 -0.1784
C -3.377 -5.131 -1.794 -0.0604
C -4.310 -5.126 -0.777 -0.1160
C -4.511 -3.975 -0.017 -0.0787
C -3.783 -2.829 -0.285 0.0022
C -2.846 -2.839 -1.311 -0.1317
N -2.112 -1.653 -1.589 0.0309
H 2.691 2.133 -2.263 0.0815
H 1.914 1.255 -4.455 0.0769
H 0.157 -0.501 -4.489 0.0956
H 1.736 1.294 -0.181 0.0866
H 0.108 -2.852 -3.803 0.1097
H -1.414 -4.843 -3.683 0.0890
H -3.200 -6.029 -2.377 0.0971
H -4.875 -6.025 -0.557 0.0855
H -5.213 -3.971 0.807 0.0994
H -3.915 -1.923 0.296 0.0908
C -0.583 2.587 7.071 -0.0699
C -1.189 1.721 5.998 -0.2980
C -0.797 0.397 5.836 -0.0529
C -1.325 -0.387 4.821 -0.0526
C -2.264 0.147 3.956 -0.2544
C -2.666 1.469 4.100 -0.0559
C -2.133 2.244 5.118 -0.0607
S -2.912 -0.842 2.617 0.4458
O -3.847 -1.787 3.200 -0.3327
O -3.513 0.117 1.701 -0.3460
O -1.711 -1.505 2.087 -0.3847
H 0.288 2.106 7.519 0.0652
H -1.299 2.797 7.871 0.0687
H -0.261 3.545 6.658 0.0697
H -0.037 -0.017 6.490 0.1031
H -0.974 -1.400 4.671 0.1218
H -3.368 1.884 3.388 0.1055
H -2.421 3.288 5.197 0.1067
C -4.152 2.607 -0.447 -0.0560
C -4.370 1.681 -1.654 -0.6022
C -5.837 1.225 -1.668 -0.0585
C -4.054 2.440 -2.949 -0.0608
C -3.518 0.485 -1.577 0.0468
C -2.824 -0.496 -1.548 -0.0013
H -4.928 3.380 -0.435 0.0784
H -3.184 3.105 -0.509 0.0658
H -4.192 2.041 0.484 0.0690
H -6.494 2.096 -1.759 0.0736
H -6.079 0.700 -0.743 0.0887
H -6.023 0.551 -2.505 0.0797
H -4.656 3.353 -2.997 0.0751
H -4.278 1.824 -3.822 0.0788
H -2.999 2.714 -2.987 0.0858
```

The value obtained for the electronic energy is -3913.0939 Ha. The net charge is -2. As for the largest force on an atom: 1.148 eV/Å. The spin multiplicity is 5. Its LUMO energy (spin up / spin down) is 4.528 / 4.523 eV. The frontier orbital gap (spin up / spin down) is 0.14478 / 0.21237 hartree. The molecular weight comes out at 691.7 g/mol.



Molecular formula: C35H33GeIrN3O7S3
Method: DFT, the ωB97M-V functional and the def2-TZVPD basis

The geometry in XYZ format:
```
83
Properties=species:S:1:pos:R:3:lowdin_charge:R:1
Ir -1.192 0.853 1.130 1.2045
C 1.764 2.589 2.962 0.0259
C 0.642 3.365 2.386 -0.3084
N -0.405 2.857 1.765 0.0592
C -1.155 3.896 1.292 -0.1382
C -0.563 5.072 1.660 -0.0731
N 0.567 4.707 2.347 0.2087
C -0.893 6.507 1.471 -0.4961
O -1.949 6.778 0.749 0.1397
O -0.182 7.343 1.980 0.1046
C -2.275 3.605 0.360 -0.5766
O -2.952 4.540 -0.083 0.0673
O -2.407 2.379 0.041 -0.2009
H 1.399 1.640 3.355 0.0693
H 2.276 3.150 3.741 0.0892
H 2.480 2.364 2.168 0.0938
H 1.218 5.382 2.720 0.1802
H -2.415 5.947 0.403 0.0723
C 0.640 0.209 0.423 -0.2807
Ge 1.433 0.507 -1.287 0.9375
C 1.630 2.459 -1.537 -0.2667
C 2.862 3.094 -1.646 -0.1036
C 2.932 4.479 -1.701 -0.0873
C 1.774 5.240 -1.637 -0.0793
C 0.539 4.614 -1.527 -0.0743
C 0.470 3.230 -1.478 -0.1153
C 3.217 -0.338 -1.421 -0.2690
C 3.951 -0.253 -2.601 -0.1163
C 5.211 -0.827 -2.686 -0.0873
C 5.748 -1.497 -1.596 -0.0902
C 5.026 -1.586 -0.416 -0.0836
C 3.770 -1.002 -0.330 -0.1109
C 0.061 -0.139 -2.549 -0.2735
C -0.286 0.565 -3.696 -0.1051
C -1.352 0.145 -4.479 -0.0841
C -2.075 -0.983 -4.121 -0.0900
C -1.737 -1.690 -2.976 -0.0933
C -0.676 -1.265 -2.191 -0.1208
H 1.232 -0.045 1.300 -0.0574
H 3.769 2.501 -1.698 0.0928
H 3.894 4.967 -1.796 0.1011
H 1.829 6.320 -1.673 0.1054
H -0.368 5.205 -1.475 0.1078
H -0.490 2.733 -1.393 0.0871
H 3.541 0.273 -3.456 0.1052
H 5.781 -0.746 -3.602 0.1024
H 6.731 -1.945 -1.662 0.1015
H 5.443 -2.102 0.439 0.1038
H 3.222 -1.063 0.603 0.0805
H 0.276 1.449 -3.977 0.0999
H -1.624 0.703 -5.366 0.1022
H -2.904 -1.309 -4.736 0.1002
H -2.304 -2.567 -2.691 0.0935
H -0.420 -1.814 -1.290 0.0847
C 0.656 -6.638 0.064 -0.0500
C 0.395 -5.378 0.842 -0.2713
C -0.568 -5.347 1.848 -0.0366
C -0.798 -4.187 2.571 -0.0686
C -0.061 -3.049 2.291 -0.2718
C 0.899 -3.060 1.296 -0.0527
C 1.126 -4.223 0.577 -0.0266
S -0.431 -1.569 3.215 0.4961
O -1.005 -1.994 4.461 -0.2852
O 0.743 -0.728 3.276 -0.3410
O -1.500 -0.902 2.356 -0.5929
H -0.172 -7.338 0.166 0.0736
H 1.562 -7.126 0.428 0.0855
H 0.798 -6.414 -0.993 0.0796
H -1.131 -6.245 2.072 0.1113
H -1.531 -4.148 3.365 0.1133
H 1.461 -2.160 1.089 0.0685
H 1.885 -4.236 -0.197 0.1177
S -3.902 0.512 1.510 0.7269
C -4.369 -1.079 1.319 -1.0623
N -5.620 -1.473 1.587 -0.0690
C -5.907 -2.893 1.479 -0.2225
C -4.926 -3.419 0.446 -0.3868
S -3.426 -2.382 0.664 0.9763
H -6.235 -0.855 2.093 0.1395
H -6.940 -3.039 1.163 0.1241
H -5.757 -3.385 2.446 0.1252
H -5.292 -3.281 -0.570 0.0817
H -4.653 -4.457 0.615 0.0801
```

The value obtained for the electronic energy is -5420.2636 Ha. As for the largest force on an atom: 2.590 eV/Å. The spin multiplicity is 2. Its LUMO energy (spin up / spin down) is -1.721 / -1.363 eV. The frontier orbital gap (spin up / spin down) is 0.22388 / 0.28055 hartree. The molecular weight comes out at 968.7 g/mol.